This record from the Open Molecules 2025 dataset describes C22H61Ca2N3O14S as an isolated structure in a non-equilibrium geometry. The level of theory is ωB97M-V/def2-TZVPD.

ORCA input file:
```
! wB97M-V def2-TZVPD RIJCOSX def2/J DEFGRID3
* xyz 2 1
Ca -4.339 0.461 -1.073
Ca 3.168 -1.998 1.448
S 0.562 0.016 -0.896
O -0.870 -0.134 -1.120
O -4.088 -1.144 -3.352
O 1.157 1.185 -1.500
O 0.855 0.052 0.540
O -4.554 2.996 4.330
O -5.539 -1.646 1.041
O 1.307 -1.171 -1.216
O 2.319 2.135 -5.260
O 2.480 5.106 -0.368
O 1.768 -4.843 -3.849
O -2.953 2.846 -1.613
O 3.966 -0.953 3.776
O 5.439 -2.949 0.676
O 5.083 1.107 0.325
N 5.096 -3.468 3.448
N -3.591 1.695 -3.897
N -4.725 0.806 2.436
C 0.957 -5.957 -3.753
C -4.368 -0.490 2.934
C 2.953 1.033 -5.733
C 5.540 -2.803 -0.729
C -6.701 -2.454 0.575
C 2.954 -0.282 4.520
C 6.322 1.732 0.642
C -5.947 1.339 3.090
C -5.576 1.990 4.420
C 6.444 -3.792 1.236
C 5.087 -1.320 4.662
C -2.962 3.680 -0.410
C -4.041 -0.627 -4.695
C -4.566 4.003 5.273
C 5.912 -2.449 4.045
C -3.118 0.601 -4.700
C -5.316 -1.673 2.440
C 5.925 -4.347 2.625
C -2.736 3.714 -2.720
C 3.220 5.907 -1.339
C -2.604 2.785 -3.921
C -3.171 -2.166 -3.058
H 0.051 -5.983 -4.358
H 6.743 -4.731 3.235
H -2.880 3.429 -4.756
H 4.458 1.783 0.055
H -3.928 3.733 0.091
H -2.098 0.328 -4.431
H 6.660 -2.164 3.305
H -2.943 0.977 -5.708
H 2.270 0.254 3.863
H 3.885 0.734 -5.253
H -6.909 -3.280 1.256
H -3.641 4.298 -2.889
H -5.263 1.293 5.197
H 2.049 4.382 -0.827
H 3.162 1.100 -6.801
H -6.395 -2.848 -0.394
H -4.509 3.546 6.261
H 1.609 -6.780 -4.046
H 6.475 -2.366 -1.081
H 4.678 -1.595 5.634
H -6.438 2.527 4.815
H 3.067 5.414 -2.299
H -3.431 -3.131 -3.494
H -6.225 -1.791 3.031
H 4.711 -2.190 -1.081
H -4.084 1.536 2.711
H -6.683 0.596 3.396
H 6.575 -2.819 4.828
H 5.736 -0.444 4.684
H -5.436 4.661 5.269
H 5.295 -5.200 2.377
H 3.520 0.415 5.138
H -2.215 -1.899 -3.508
H 7.158 1.033 0.604
H -5.011 -0.299 -5.070
H -2.285 3.226 0.314
H 5.418 -3.684 -1.359
H -7.600 -1.922 0.264
H 2.331 0.138 -5.720
H -1.568 2.459 -4.017
H 1.943 1.902 -4.408
H 2.354 -0.987 5.096
H -3.806 4.785 5.271
H -3.340 -0.702 2.643
H 4.846 -4.029 4.250
H -3.543 -1.311 -5.383
H 0.559 -6.033 -2.741
H 1.263 -4.132 -3.447
H -1.854 4.355 -2.707
H -4.389 1.965 -4.454
H -2.613 4.684 -0.649
H 6.233 2.342 1.541
H 6.604 -4.634 0.563
H -4.935 -2.669 2.664
H 2.982 6.968 -1.263
H -6.350 2.076 2.394
H 4.281 5.898 -1.088
H 6.706 2.322 -0.191
H 7.341 -3.186 1.359
H -3.082 -2.305 -1.981
H -4.259 -0.567 4.016
*
```

Results
Frontier orbital gap, eV: 4.881
HOMO, Eh: -0.393
Total energy, eV: -104631.6764

Löwdin atomic charge list, values in e, 2 entries: atom 1 (Ca): 1.61, atom 2 (Ca): 1.62